# 1
{"formula": "C6H18NaO11PS", "method": "ωB97M-V with the def2-TZVPD basis set", "multiplicity": 2, "total_charge": -3, "homo_energy_ha": [0.0886, 0.0888], "lumo_ev": [5.71, 5.72], "elements": ["Na", "P", "O", "O", "O", "O", "S", "O", "O", "O", "O", "C", "C", "O", "H", "H", "H", "H", "H", "H", "C", "C", "O", "H", "H", "H", "H", "H", "H", "C", "C", "O", "H", "H", "H", "H", "H", "H"], "positions_angstrom": [[-0.647, 0.274, 0.917], [-3.113, -1.017, 1.414], [-3.887, -2.171, 1.979], [-4.029, 0.183, 1.235], [-2.327, -1.231, 0.080], [-2.138, -0.525, 2.583], [-1.899, 3.179, 0.794], [-1.623, 2.463, -0.453], [-3.325, 3.207, 0.978], [-1.364, 2.432, 1.895], [-1.347, 4.506, 0.588], [1.377, -0.244, -3.695], [0.119, -0.213, -2.766], [0.130, 0.664, -1.633], [2.339, -0.148, -3.191], [1.436, 0.649, -4.318], [1.442, -1.150, -4.298], [-0.237, -1.110, -2.258], [-0.784, -0.027, -3.346], [-0.588, 1.299, -1.689], [1.713, 3.147, 0.555], [2.192, 2.574, 1.953], [2.624, 1.257, 1.662], [2.373, 2.848, -0.259], [1.469, 4.194, 0.733], [0.755, 2.666, 0.356], [1.282, 2.379, 2.522], [3.021, 3.108, 2.417], [3.562, 1.303, 1.462], [0.557, -4.603, 0.785], [0.066, -3.528, -0.152], [0.004, -2.365, 0.713], [-0.205, -4.612, 1.564], [1.475, -4.251, 1.257], [0.574, -5.626, 0.408], [-0.879, -3.859, -0.582], [0.812, -3.514, -0.947], [-0.930, -2.141, 0.735]]}



# 2
{"formula": "C4H12NS", "method": "ωB97M-V with the def2-TZVPD basis set", "total_charge": 1, "relative_energy_kcal_mol": 42.81, "smiles": "CSCCC[NH3+]", "homo_energy_ha": -0.4637, "lumo_ev": -3.75, "elements": ["C", "S", "C", "C", "C", "N", "H", "H", "H", "H", "H", "H", "H", "H", "H", "H", "H", "H"], "positions_angstrom": [[-2.618, -0.927, -0.210], [-0.910, -1.202, 0.563], [0.011, -0.556, -0.984], [0.760, 0.710, -0.915], [1.072, 1.206, 0.507], [1.671, 0.202, 1.448], [-2.929, 0.140, -0.100], [-2.644, -1.245, -1.254], [-3.283, -1.575, 0.403], [-0.702, -0.521, -1.866], [0.482, -1.581, -0.991], [0.025, 1.498, -1.251], [1.622, 0.699, -1.712], [0.151, 1.644, 0.975], [1.778, 1.978, 0.427], [2.540, -0.312, 1.070], [1.076, -0.617, 1.366], [1.897, 0.457, 2.522]]}



Sequential calculated total energy output: -53574.689; -16659.803 eV
Sequential maximum force output: 4.2; 4.1 eV/Å